[1]
# C4H7NO

An isolated molecule of C4H7NO (ωB97M-V/def2-TZVPD, the Open Molecules 2025 dataset).

SMILES string   O[C@@H]1C=NCC1
LUMO level   1.01 eV
Orbital gap   10.85 eV
Relative energy (zero: lowest compared OMol25 entry of this formula, charge and spin)   32.4 kcal/mol
HOMO energy   -9.8 eV
Total energy   -286.58007 Ha
F_max   0.60 eV/Å

ORCA input file:
```
! RIJCOSX wB97M-V def2-TZVPD def2/J DEFGRID3
* xyz 0 1
O -1.56 -1.40 -0.32
C -0.57 -0.45 -0.70
C -0.56 0.84 0.15
C 0.89 0.90 0.67
N 1.51 -0.40 0.44
C 0.81 -1.01 -0.42
H -1.39 -1.61 0.61
H -0.75 -0.26 -1.76
H -1.30 0.77 0.96
H -0.84 1.72 -0.45
H 1.49 1.57 0.04
H 1.05 1.20 1.71
H 1.22 -1.89 -0.92
*
```

[2]
# C5H11N2O

A cluster of 2 separate species, C5H11N2O in total in a non-equilibrium geometry (ωB97M-V/def2-TZVPD, the Open Molecules 2025 dataset).

LUMO level (spin up / spin down)   -3.47 / -4.00 eV
Orbital gap (spin up / spin down)   7.71 / 7.21 eV
Relative energy (zero: lowest compared OMol25 entry of this formula, charge and spin)   115.7 kcal/mol
HOMO energy (spin up / spin down)   -11.2 / -11.2 eV
Total energy   -381.47951 Ha
F_max   4.96 eV/Å

ORCA input file:
```
! RIJCOSX wB97M-V def2-TZVPD def2/J DEFGRID3
* xyz 1 1
C -2.12 1.08 -0.61
C -0.94 -0.12 0.95
C -0.24 -0.15 -0.41
C 0.60 -1.28 -0.85
C 1.79 1.35 -0.23
N -2.07 0.70 0.70
N -1.04 0.63 -1.20
O 2.67 0.43 0.17
H -2.90 1.82 -0.76
H -1.12 -1.25 1.00
H -0.22 0.25 1.81
H 1.64 -1.00 -0.69
H 0.29 -1.58 -1.82
H 0.45 -2.08 -0.17
H 1.39 2.12 0.48
H 1.81 1.48 -1.20
H -2.77 0.98 1.36
H -1.00 0.84 -2.24
H 2.90 0.75 1.07
*
```